73
Properties=species:S:1:pos:R:3:forces:R:3:lowdin_charge:R:1 method="wB97M-V/def2-TZVPD" multiplicity=1 total_charge=0 smiles="N[C@H](OC=O)C(F)(F)F.CC(C)=O.CC(C)=O.CC(C)=O.CC(C)=O.CC(C)=O.CC(C)=O" homo_lumo_gap_ev=9.622 energy_ha=-1780.3916 homo_energy_ev=-9.0
N -2.0861 4.3765 0.3639 0.862 -0.541 -0.679 0.07
C -0.9842 3.4286 0.6089 -0.684 0.775 1.911 -0.27
O 0.0274 3.3005 -0.4073 -2.147 0.564 -1.543 0.01
C -0.3693 3.6279 -1.7170 3.330 -2.347 -3.331 -0.21
O 0.2982 3.1085 -2.6542 -2.474 1.953 3.682 0.02
C -1.6322 2.0203 1.0845 0.259 -0.611 1.474 -0.30
F -2.8542 1.7079 0.4605 2.808 0.369 1.192 0.08
F -1.9175 2.1732 2.5009 0.607 -0.694 -3.665 0.04
F -0.7086 0.9252 0.9542 -2.740 2.799 0.241 0.07
H -1.7001 5.2839 0.0427 -0.425 -0.778 0.518 0.11
H -2.7531 4.0517 -0.3524 0.482 0.157 0.543 0.08
H -0.4473 3.8085 1.5571 -0.600 -0.833 -1.584 0.18
H -1.1697 4.3649 -2.0443 0.702 -0.791 1.344 0.16
C 0.5436 0.2599 4.3742 -0.307 0.397 0.040 -0.03
C 1.7292 1.0963 3.9755 -0.183 0.648 -0.028 -0.50
O 1.6528 2.3104 3.9032 0.066 -0.492 -0.031 0.04
C 3.0144 0.3746 3.6689 0.300 0.373 -0.117 -0.02
H -0.3111 0.9131 4.5646 0.151 -0.011 -0.029 0.08
H 0.2853 -0.4278 3.5671 0.150 -0.190 0.209 0.07
H 0.7744 -0.2947 5.2858 0.003 -0.234 -0.208 0.09
H 2.8656 -0.3085 2.8306 -0.020 -0.172 0.223 0.07
H 3.3506 -0.1760 4.5498 -0.102 -0.209 -0.148 0.09
H 3.7819 1.1027 3.3964 -0.128 -0.036 0.048 0.08
C -6.4634 5.8520 1.2301 0.204 0.330 0.037 -0.02
C -5.9593 5.4364 -0.1261 0.498 0.423 -0.313 -0.51
O -5.1258 6.0951 -0.7198 -0.314 -0.372 0.266 0.05
C -6.5263 4.1739 -0.7194 0.217 -0.015 -0.327 -0.03
H -5.9685 6.7773 1.5320 -0.049 -0.131 -0.067 0.08
H -7.5404 6.0283 1.1885 -0.001 -0.188 0.111 0.09
H -6.2351 5.0770 1.9649 -0.205 -0.028 -0.022 0.09
H -7.6060 4.2757 -0.8476 0.007 -0.144 0.163 0.09
H -6.3009 3.3244 -0.0709 -0.215 0.017 0.048 0.08
H -6.0728 3.9980 -1.6973 -0.056 0.052 0.121 0.08
C 2.5126 -3.3073 1.7227 -0.017 0.418 -0.097 -0.02
C 2.1150 -3.5666 3.1506 -0.328 0.392 0.245 -0.49
O 1.6126 -2.6934 3.8360 0.227 -0.385 -0.278 0.05
C 2.3621 -4.9460 3.6995 -0.112 0.008 0.394 -0.02
H 2.2765 -2.2723 1.4635 0.047 -0.088 0.074 0.08
H 3.5878 -3.4617 1.6026 -0.028 -0.140 -0.058 0.08
H 1.9575 -3.9698 1.0562 0.354 -0.022 0.095 0.06
H 3.4301 -5.1733 3.6668 -0.048 -0.109 -0.143 0.08
H 1.8006 -5.6810 3.1209 0.221 0.039 -0.102 0.07
H 2.0270 -4.9872 4.7384 0.058 0.058 -0.117 0.08
C -0.3456 -6.6207 -0.4522 0.486 -0.019 0.075 -0.01
C -0.5890 -5.6701 0.6892 0.419 0.163 0.226 -0.46
O 0.3341 -5.2076 1.3348 -0.719 -0.398 -0.264 0.04
C -2.0175 -5.3128 1.0022 0.101 0.284 0.344 -0.02
H 0.7283 -6.7869 -0.5628 -0.124 0.084 0.008 0.07
H -0.8291 -7.5783 -0.2468 -0.167 0.086 -0.145 0.09
H -0.7308 -6.1932 -1.3804 -0.150 -0.148 0.039 0.09
H -2.5750 -6.2124 1.2713 -0.077 0.033 -0.204 0.09
H -2.4768 -4.8272 0.1387 -0.094 -0.196 -0.011 0.09
H -2.0408 -4.6206 1.8467 0.024 -0.086 -0.110 0.09
C 4.5756 -3.8980 -1.4097 -0.398 0.107 -0.008 -0.03
C 4.2871 -5.3565 -1.1696 -0.723 -0.233 0.068 -0.50
O 3.1459 -5.7665 -1.0647 0.538 0.184 -0.066 0.05
C 5.4655 -6.2880 -1.0644 -0.205 -0.339 0.067 -0.02
H 3.6340 -3.3474 -1.4632 0.115 -0.090 0.023 0.08
H 5.1699 -3.4963 -0.5861 0.157 0.004 -0.162 0.08
H 5.1071 -3.7751 -2.3558 0.169 0.042 0.143 0.09
H 6.0995 -5.9921 -0.2258 0.130 0.063 -0.167 0.09
H 6.0370 -6.2710 -1.9949 0.140 0.112 0.132 0.09
H 5.1083 -7.3053 -0.8915 0.022 0.146 -0.022 0.08
C -0.0305 4.0550 -5.6718 -0.334 -0.034 0.217 -0.03
C -0.2997 5.5325 -5.7667 -0.421 0.215 0.487 -0.50
O -1.0234 6.0960 -4.9657 0.338 -0.238 -0.335 0.05
C 0.3604 6.2875 -6.8901 -0.153 0.407 0.087 -0.03
H -0.5696 3.6442 -4.8173 0.173 0.065 -0.134 0.06
H -0.3777 3.5546 -6.5788 0.227 0.022 -0.078 0.09
H 1.0377 3.8803 -5.5280 -0.043 -0.094 -0.148 0.09
H 0.0309 5.8868 -7.8511 0.205 -0.080 0.006 0.08
H 1.4462 6.2120 -6.8011 -0.034 -0.136 -0.169 0.09
H 0.0769 7.3407 -6.8342 0.025 -0.141 0.010 0.08